The following is a quantum chemistry calculation of a molecular structure, C32H48ClN2O6PSn, from the OMol25 dataset.

Each line ends with the Löwdin charge.
Element x y z (Å)
Sn -0.202 1.547 0.928  0.96
P 0.087 0.696 -1.947  1.08
Cl 2.224 1.849 0.527  0.13
C -0.293 3.649 0.560  -0.29
H 0.340 4.206 1.266  0.04
H -1.349 3.951 0.623  0.02
C 1.434 -0.378 -2.764  -0.40
C 0.097 2.445 -2.721  -0.40
C 2.849 0.074 -2.394  -0.23
H 1.267 -1.350 -2.261  0.11
C 3.907 -0.955 -2.829  -0.18
H 3.068 1.045 -2.866  0.10
H 2.924 0.216 -1.308  0.03
C 3.754 -1.421 -4.284  -0.20
H 4.903 -0.519 -2.684  0.12
H 3.842 -1.817 -2.149  0.12
C 2.307 -1.751 -4.663  -0.19
H 4.122 -0.630 -4.950  0.11
H 4.387 -2.299 -4.457  0.11
C 1.361 -0.610 -4.277  -0.21
H 2.230 -1.942 -5.741  0.11
H 1.992 -2.669 -4.148  0.12
H 1.688 0.297 -4.802  0.10
H 0.343 -0.831 -4.619  0.08
C -1.467 -0.158 -2.647  -0.42
C 0.732 2.505 -4.116  -0.19
H -0.983 2.652 -2.833  0.11
C 0.602 3.908 -4.734  -0.18
H 1.801 2.244 -4.066  0.11
H 0.250 1.792 -4.800  0.10
C 1.178 4.991 -3.816  -0.18
H 1.107 3.934 -5.709  0.12
H -0.464 4.107 -4.920  0.12
C 0.618 4.883 -2.408  -0.18
H 2.272 4.910 -3.790  0.12
H 0.933 5.979 -4.214  0.12
C 0.677 3.494 -1.787  -0.15
H 1.127 5.581 -1.732  0.13
H -0.449 5.161 -2.424  0.13
H 1.676 3.214 -1.427  0.06
H 0.082 3.746 -0.571  -0.02
C -1.385 -1.697 -2.766  -0.20
H -2.166 0.080 -1.823  0.10
C -2.804 -2.272 -2.880  -0.19
H -0.831 -1.975 -3.677  0.11
H -0.856 -2.147 -1.913  0.09
C -3.548 -1.716 -4.101  -0.20
H -2.764 -3.368 -2.938  0.12
H -3.367 -2.017 -1.970  0.12
C -3.462 -0.187 -4.222  -0.19
H -3.146 -2.176 -5.013  0.11
H -4.603 -2.007 -4.046  0.11
C -2.064 0.401 -3.944  -0.21
H -3.787 0.122 -5.224  0.11
H -4.166 0.262 -3.508  0.11
H -1.405 0.166 -4.795  0.10
H -2.150 1.493 -3.903  0.09
C -0.333 -2.065 0.856  -0.12
C -0.308 -1.204 1.808  -0.28
H -0.067 -1.744 -0.157  0.07
C -1.217 -1.316 3.019  -0.19
H 0.520 -0.473 1.953  0.00
C -1.329 -2.780 3.460  -0.19
H -0.794 -0.726 3.843  0.10
H -2.222 -0.913 2.802  0.11
C -1.535 -3.784 2.309  -0.18
H -0.396 -3.052 3.966  0.11
H -2.130 -2.878 4.200  0.11
C -0.666 -3.516 1.047  -0.15
H -1.332 -4.799 2.679  0.11
H -2.588 -3.767 2.001  0.10
H 0.241 -4.136 1.109  0.12
H -1.198 -3.864 0.154  0.10
O 2.956 -3.201 1.598  -0.03
C 3.066 -1.966 1.750  -0.68
O 3.241 -1.052 0.909  -0.08
C 2.882 -1.486 3.210  -0.08
C 2.651 -0.134 3.492  0.05
C 2.259 0.273 4.784  -0.13
C 2.220 -0.634 5.849  0.08
C 2.440 -1.988 5.563  -0.13
C 2.791 -2.413 4.263  0.09
N 2.187 -2.975 6.586  -0.32
O 1.921 -2.576 7.740  0.05
O 2.239 -4.184 6.276  0.06
N 1.677 1.580 4.968  -0.31
O 1.401 2.264 3.952  -0.01
O 1.438 1.968 6.128  0.07
H 2.714 0.608 2.701  0.05
H 1.965 -0.309 6.852  0.13
H 2.951 -3.472 4.073  0.13

Values from the calculation:
Energy relative to the best compared isomer or geometry (same formula, charge and spin)   601.7 kJ/mol
Molar mass   741.9 g mol⁻¹
HOMO (spin up / spin down)   -7.78 / -7.78 eV
LUMO (spin up / spin down)   -2.93 / -2.93 eV
E   -76860.73747 eV
Gap between HOMO and LUMO (spin up / spin down)   4.85 / 4.85 eV